ORCA calculation (ωB97M-V/def2-TZVPD) on a molecular structure, C38H39F5N6O2Tc.

Cartesian coordinates (Å):
Tc: -0.40 0.28 0.04
O: 0.56 -1.74 -0.14
C: 0.54 -2.61 -1.31
C: -0.83 -3.23 -1.47
C: -1.96 -2.19 -1.61
C: -1.57 -1.06 -2.51
C: -1.71 -1.17 -3.89
C: -1.29 -0.15 -4.72
C: -0.71 0.98 -4.15
C: -0.60 1.03 -2.79
N: -1.02 0.04 -1.96
H: 1.48 -1.56 0.09
H: 1.28 -3.40 -1.14
H: 0.84 -2.04 -2.19
H: -1.04 -3.86 -0.61
H: -0.78 -3.86 -2.36
H: -2.22 -1.80 -0.63
H: -2.85 -2.68 -2.02
H: -2.16 -2.07 -4.30
H: -1.41 -0.23 -5.79
H: -0.36 1.80 -4.76
H: -0.18 1.91 -2.31
C: -0.14 1.78 3.82
N: 1.03 0.91 3.89
C: 1.63 0.70 5.20
C: 3.13 0.64 5.06
C: 3.47 -0.49 4.12
N: 2.65 -0.42 2.89
C: 3.08 -1.24 1.78
C: 1.54 0.34 2.78
O: 0.97 0.51 1.66
H: -0.73 1.64 4.72
H: -0.76 1.52 2.97
H: 0.15 2.83 3.75
H: 1.25 -0.24 5.63
H: 1.32 1.51 5.85
H: 3.61 0.48 6.02
H: 3.49 1.59 4.64
H: 3.30 -1.46 4.60
H: 4.51 -0.45 3.82
H: 4.04 -1.68 2.03
H: 3.22 -0.65 0.87
H: 2.39 -2.07 1.60
F: 2.01 2.40 -0.54
C: 2.81 1.45 -0.95
F: 2.12 0.34 -1.24
C: 3.75 1.88 -2.09
F: 4.58 0.88 -2.38
F: 4.41 2.96 -1.72
F: 2.99 2.15 -3.16
N: -2.41 7.24 0.98
C: -3.28 8.28 0.77
C: -3.32 9.59 1.25
C: -4.37 10.36 0.82
C: -5.35 9.86 -0.07
C: -5.30 8.57 -0.54
C: -4.25 7.76 -0.11
N: -3.96 6.45 -0.41
C: -2.87 6.17 0.25
C: -2.25 4.86 0.20
C: -1.12 4.50 0.93
C: -0.63 3.21 0.84
N: -1.19 2.26 0.08
C: -2.26 2.62 -0.67
C: -2.81 3.88 -0.63
H: -1.59 7.27 1.56
H: -2.57 9.98 1.92
H: -4.45 11.38 1.16
H: -6.15 10.52 -0.38
H: -6.05 8.18 -1.22
H: -0.61 5.20 1.58
H: 0.25 2.92 1.40
H: -2.69 1.88 -1.31
H: -3.67 4.12 -1.23
C: -1.22 -1.98 5.13
C: -0.29 -2.20 4.09
C: -0.51 -1.69 2.85
C: -1.68 -0.94 2.55
C: -1.95 -0.35 1.26
C: -3.25 0.03 0.98
C: -4.25 0.05 1.97
C: -3.95 -0.31 3.25
C: -2.67 -0.83 3.56
C: -2.39 -1.32 4.86
H: -1.03 -2.37 6.13
H: 0.59 -2.80 4.29
H: 0.18 -1.90 2.05
H: -3.52 0.35 -0.02
H: -5.25 0.37 1.71
H: -4.70 -0.23 4.03
H: -3.14 -1.21 5.63

Summary:
net charge = +2
HOMO energy (spin up / spin down) = -12.4 / -12.4 eV
orbital gap (spin up / spin down) = 7.007 / 6.072 eV
energy above the lowest of the compared OMol25 structures with the same formula, charge and spin = 31.5 kcal/mol
2S+1 = 4


ORCA calculation (ωB97M-V/def2-TZVPD) on a molecular structure, C38H39FIrN2OS2Si.

Cartesian coordinates (Å):
Ir: 1.32 0.15 -0.91
C: 0.03 -1.76 5.88
C: -0.79 -1.14 4.74
C: -2.14 -0.65 5.29
C: -1.07 -2.23 3.70
C: -0.03 0.04 4.14
C: 0.31 1.14 4.96
C: 1.00 2.24 4.49
C: 1.39 2.23 3.15
S: 2.29 3.41 2.23
C: 2.21 2.40 0.84
N: 1.56 1.29 1.03
C: 1.07 1.16 2.33
C: 0.34 0.07 2.81
C: 2.79 2.69 -0.49
C: 3.63 3.78 -0.72
C: 4.18 3.97 -1.98
C: 3.89 3.06 -2.99
C: 3.05 1.98 -2.76
C: 2.47 1.78 -1.51
H: -0.51 -2.61 6.31
H: 0.21 -1.05 6.69
H: 1.00 -2.12 5.52
H: -2.70 -1.49 5.71
H: -2.73 -0.20 4.50
H: -2.00 0.09 6.08
H: -1.58 -3.07 4.18
H: -0.14 -2.61 3.26
H: -1.71 -1.87 2.89
H: 0.01 1.13 6.00
H: 1.24 3.06 5.14
H: 0.11 -0.74 2.13
H: 3.87 4.47 0.09
H: 4.83 4.81 -2.16
H: 4.32 3.21 -3.98
H: 2.83 1.30 -3.57
C: 1.57 -2.51 -4.97
Si: 0.68 -1.80 -3.50
C: 0.27 -0.05 -3.96
C: -0.83 -2.80 -3.12
N: 1.59 -1.77 -1.93
C: 2.28 -2.78 -1.40
C: 2.76 -3.90 -2.16
C: 3.51 -4.90 -1.62
C: 3.81 -4.89 -0.25
C: 3.34 -3.86 0.56
C: 2.60 -2.84 0.01
F: 2.11 -1.94 0.85
H: 1.05 -2.14 -5.86
H: 1.55 -3.61 -5.01
H: 2.61 -2.18 -5.03
H: -0.73 -0.01 -4.41
H: 0.99 0.31 -4.70
H: 0.28 0.68 -3.14
H: -1.67 -2.45 -3.74
H: -1.12 -2.71 -2.07
H: -0.66 -3.85 -3.34
H: 2.54 -3.92 -3.22
H: 3.86 -5.71 -2.24
H: 4.39 -5.69 0.19
H: 3.52 -3.84 1.63
O: -0.86 -0.05 -0.43
S: -2.02 0.24 -1.39
C: -3.47 0.23 -0.38
C: -3.45 0.80 0.89
C: -4.62 0.82 1.62
C: -5.78 0.25 1.09
C: -5.78 -0.33 -0.16
C: -4.61 -0.35 -0.91
C: -1.89 1.97 -1.79
C: -2.54 2.43 -2.92
C: -2.42 3.77 -3.25
C: -1.64 4.62 -2.47
C: -0.98 4.13 -1.34
C: -1.10 2.79 -0.99
H: -2.53 1.24 1.28
H: -4.64 1.27 2.60
H: -6.70 0.27 1.68
H: -6.68 -0.78 -0.56
H: -4.59 -0.81 -1.89
H: -3.14 1.76 -3.53
H: -2.92 4.16 -4.13
H: -1.54 5.66 -2.74
H: -0.37 4.79 -0.74
H: -0.59 2.39 -0.13

Summary:
net charge = +1
HOMO energy (spin up / spin down) = -9.2 / -10.6 eV
orbital gap (spin up / spin down) = 6.973 / 5.849 eV
energy above the lowest of the compared OMol25 structures with the same formula, charge and spin = 0.0 kcal/mol
2S+1 = 5


ORCA calculation (ωB97M-V/def2-TZVPD) on a molecular structure, C38H39GeN7O5Rb.

Cartesian coordinates (Å):
Rb: 0.76 -0.53 -2.10
O: 3.08 -1.46 -6.38
C: 2.70 -1.41 -5.18
N: 2.82 -0.52 -4.24
C: 3.30 0.70 -4.54
C: 4.18 0.89 -5.67
C: 4.49 2.16 -6.12
C: 4.05 3.30 -5.52
C: 3.25 3.22 -4.38
C: 3.03 1.96 -3.71
N: 2.70 1.96 -2.40
C: 1.56 2.75 -2.08
O: 0.46 2.71 -2.68
C: 1.71 3.60 -0.89
C: 2.72 4.59 -0.63
C: 2.60 5.46 0.47
C: 1.48 5.33 1.29
C: 0.57 4.26 1.02
N: 0.72 3.44 0.01
C: 1.99 -2.72 -4.84
C: 1.70 -3.66 -5.83
C: 1.31 -4.93 -5.49
C: 1.10 -5.26 -4.13
C: 1.43 -4.23 -3.23
N: 1.78 -3.02 -3.55
H: 4.46 -0.07 -6.16
H: 5.10 2.23 -7.05
H: 4.26 4.29 -5.87
H: 2.93 4.10 -3.84
H: 3.56 4.68 -1.33
H: 3.36 6.25 0.57
H: 1.18 6.10 2.01
H: -0.27 4.08 1.68
H: 1.96 -3.42 -6.85
H: 1.19 -5.66 -6.26
H: 0.69 -6.22 -3.77
H: 1.51 -4.48 -2.17
C: 2.72 -3.43 2.29
O: 3.61 -2.64 1.46
C: 3.14 -2.12 0.35
O: 1.96 -1.95 0.02
N: 4.24 -1.76 -0.39
N: 4.11 -1.03 -1.55
H: 2.90 -4.54 2.27
H: 1.70 -3.31 1.88
H: 2.69 -3.07 3.31
H: 5.13 -2.22 -0.20
H: 3.64 -1.50 -2.34
H: 5.01 -0.61 -1.75
C: -5.07 -2.44 3.49
Ge: -4.08 -1.40 1.98
C: -5.14 0.06 1.43
C: -4.78 1.35 1.79
C: -5.69 2.40 1.80
C: -6.93 2.22 1.19
C: -7.27 0.93 0.71
C: -6.41 -0.17 0.83
C: -2.56 -0.54 2.86
C: -1.40 -0.56 2.10
C: -0.14 -0.17 2.68
C: -0.04 0.11 4.01
C: -1.23 0.14 4.80
C: -1.24 0.32 6.24
C: -2.38 0.21 6.99
C: -3.64 0.19 6.37
C: -3.71 0.10 4.98
C: -2.54 -0.10 4.19
H: -5.46 -3.36 3.09
H: -5.87 -1.86 3.88
H: -4.29 -2.61 4.26
H: -3.76 1.58 2.15
H: -5.43 3.44 2.06
H: -7.63 2.97 1.13
H: -8.20 0.79 0.22
H: -6.71 -1.18 0.49
H: -1.36 -0.93 1.07
H: 0.74 -0.24 2.03
H: 0.90 0.41 4.49
H: -0.31 0.64 6.73
H: -2.34 0.30 8.08
H: -4.55 0.26 6.94
H: -4.70 0.15 4.51
C: -4.07 -2.77 -0.44
O: -3.31 -2.35 0.71
H: -4.27 -1.92 -1.05
H: -4.97 -3.34 -0.17
H: -3.43 -3.45 -1.03
N: 4.47 2.12 1.78
H: 4.26 3.10 1.57
H: 3.85 1.86 2.55
H: 4.44 1.44 1.03

Summary:
net charge = -2
HOMO energy (spin up / spin down) = 1.1 / -1.2 eV
orbital gap (spin up / spin down) = 2.392 / 4.677 eV
energy above the lowest of the compared OMol25 structures with the same formula, charge and spin = 0.0 kcal/mol
2S+1 = 2


| no. | DFT total energy (Eh) |
| --- | --- |
| 1 | -2530.10662 |
| 2 | -2945.99775 |
| 3 | -4331.87653 |